Entry 1:
{"formula": "CHIS2", "method": "wB97M-V/def2-TZVPD", "species": ["C", "S", "S", "I", "H"], "positions_angstrom": [[0.519, 0.354, 0.634], [0.436, -0.442, 2.183], [-1.167, 0.870, 2.124], [1.810, 1.903, 0.136], [-0.035, -0.058, -0.190]], "relative_energy_kj_mol": 160.0, "total_charge": 0, "total_energy_ev": -30822.356}



Entry 2:
{"formula": "CHIS2", "method": "wB97M-V/def2-TZVPD", "species": ["C", "S", "S", "I", "H"], "positions_angstrom": [[0.825, 1.902, -1.606], [-0.416, 1.026, -1.280], [2.125, 2.708, -2.016], [-0.696, -2.347, 2.401], [-1.837, -3.289, 2.501]], "relative_energy_kj_mol": 23.3, "total_charge": 0, "total_energy_ev": -30823.772}



Entry 3:
{"formula": "CHLiNiO2", "method": "wB97M-V/def2-TZVPD", "species": ["O", "H", "Ni", "O", "C", "Li"], "positions_angstrom": [[1.202, 0.935, 0.448], [1.041, 1.880, 0.508], [2.874, 0.333, 0.511], [-2.796, -1.834, -1.239], [-2.034, -1.223, -0.683], [-0.286, -0.091, 0.456]], "total_charge": 1, "multiplicity": 4, "total_energy_ev": -46387.892}



Entry 4:
{"formula": "CHLiO2Pm", "method": "wB97M-V/def2-TZVPD", "species": ["H", "O", "C", "O", "Li", "Pm"], "positions_angstrom": [[-1.590, 0.444, 0.030], [-0.865, -0.283, 1.036], [-0.324, 0.580, 0.250], [0.718, 0.122, -0.330], [1.034, 0.802, -2.192], [1.027, -1.664, 1.205]], "total_charge": 3, "multiplicity": 5, "total_energy_ev": -21871.105}



Entry 5:
{"formula": "CHN2", "method": "wB97M-V/def2-TZVPD", "species": ["C", "N", "N", "H"], "positions_angstrom": [[-0.469, -0.813, -0.166], [-0.915, -0.824, 1.056], [-0.753, -1.067, -1.196], [-1.958, -1.066, 1.148]], "relative_energy_kj_mol": 222.8, "total_charge": 1, "total_energy_ev": -4018.001}



Entry 6:
{"formula": "CHN2O2P", "method": "wB97M-V/def2-TZVPD", "species": ["C", "N", "N", "O", "O", "P", "H"], "positions_angstrom": [[0.023, -1.485, -0.031], [-0.216, -2.444, 0.559], [0.844, 1.094, 0.271], [0.815, 2.256, -0.123], [1.217, 0.732, 1.346], [0.236, -0.040, -1.058], [-2.918, -0.113, -0.963]], "relative_energy_kj_mol": 331.2, "total_charge": 0, "total_energy_ev": -17409.663}